The following is a quantum chemistry calculation of 8 unconnected molecules or ions with the total composition C25H40F6O13P, from OMol25.

As for the expectation value of S²: 0.76. Its gap between HOMO and LUMO (alpha / beta) is 8.06 / 2.09 eV.

Structure (ORCA input):
```
! wB97M-V def2-TZVPD RIJCOSX def2/J DEFGRID3
* xyz 0 2
P -0.449 -0.851 0.394
F 0.715 0.252 -0.024
F -1.456 -0.405 -0.848
F 0.419 -1.955 -0.459
F -1.399 -2.168 0.679
F 0.446 -1.336 1.630
F -1.373 0.109 1.393
O 5.659 -4.817 1.342
C 5.108 -3.825 0.834
O 5.881 -2.853 0.220
C 5.054 -1.715 -0.164
C 3.789 -1.928 0.682
C 3.618 -3.435 0.896
H 4.956 -1.825 -1.244
H 5.572 -0.765 -0.031
H 2.765 -1.704 0.382
H 3.975 -1.490 1.663
H 3.241 -4.021 0.058
H 3.193 -3.701 1.864
O 2.585 1.258 4.653
C 2.015 1.973 3.849
O 2.649 3.170 3.499
C 2.154 3.670 2.304
C 0.908 2.960 1.965
C 0.964 1.649 2.815
H 2.821 3.666 1.442
H 1.981 4.746 2.308
H 0.840 2.670 0.916
H 0.098 3.653 2.192
H 1.205 0.792 2.186
H 0.000 1.278 3.165
O -1.555 -2.143 6.358
C -0.460 -2.300 5.898
O 0.706 -1.957 6.550
C 1.791 -2.779 6.004
C 1.199 -3.519 4.915
C -0.236 -3.018 4.668
H 2.264 -3.500 6.671
H 2.495 -2.105 5.516
H 1.090 -4.534 5.297
H 1.840 -3.417 4.040
H -1.087 -3.679 4.506
H -0.283 -2.266 3.880
O -1.663 -1.696 -7.562
C -1.312 -1.571 -6.394
O -1.151 -2.570 -5.560
C -1.051 -2.096 -4.243
C -1.480 -0.619 -4.405
C -0.963 -0.208 -5.786
H -0.032 -2.127 -3.856
H -1.714 -2.585 -3.530
H -1.004 0.031 -3.671
H -2.543 -0.397 -4.320
H 0.108 -0.066 -5.932
H -1.527 0.576 -6.292
O -4.511 1.081 -4.017
C -4.346 1.707 -2.932
O -3.093 1.922 -2.570
C -2.923 2.564 -1.405
C -4.401 2.868 -0.920
C -5.339 2.381 -1.996
H -2.450 3.543 -1.468
H -2.372 1.898 -0.741
H -4.651 3.924 -0.810
H -4.446 2.417 0.071
H -6.050 3.089 -2.421
H -5.910 1.601 -1.492
O 3.158 3.837 -1.025
C 2.352 3.097 -1.626
O 1.085 3.365 -1.728
C 0.385 2.447 -2.534
C 1.463 1.500 -2.943
C 2.819 1.973 -2.565
H -0.096 3.072 -3.286
H -0.363 1.905 -1.956
H 1.547 1.456 -4.029
H 1.276 0.470 -2.638
H 3.292 2.417 -3.441
H 3.359 1.151 -2.095
C -4.796 -0.024 1.322
O -5.896 -0.137 0.463
H -4.876 -0.895 1.971
H -3.829 -0.063 0.819
H -4.963 0.848 1.954
H -6.794 0.081 0.722
*
```

Atom charges from the Löwdin analysis, given in e for atoms 1 to 4: number 1, P, carries 0.277; number 2, F, carries -0.180; number 3, F, carries -0.176; number 4, F, carries -0.194



The following is a quantum chemistry calculation of a molecular structure, C25H40IKN9O4SbSi3, from OMol25.

Its gap between HOMO and LUMO is 6.29 eV.

Structure (ORCA input):
```
! wB97M-V def2-TZVPD RIJCOSX def2/J DEFGRID3
* xyz -2 1
K -1.748 0.614 0.576
O 0.075 -0.403 2.155
N 0.068 0.513 2.995
N -1.098 0.847 3.442
O -2.226 0.267 3.095
C -1.143 1.893 4.413
C 0.012 2.442 4.975
C -0.096 3.454 5.913
C -1.341 3.931 6.308
C -2.481 3.380 5.745
C -2.389 2.366 4.804
H 0.978 2.074 4.666
H 0.806 3.875 6.341
H -1.417 4.725 7.041
H -3.459 3.745 6.034
H -3.263 1.929 4.343
N -2.238 -1.348 -1.390
C -2.676 -2.326 -1.852
N -3.154 -3.478 -2.300
C -3.598 -3.417 -3.558
N -4.020 -3.454 -4.642
I -3.854 -5.261 6.020
C -3.080 -4.100 4.492
C -2.988 -2.728 4.451
N -2.424 -2.432 3.267
N -2.134 -3.516 2.542
C -2.516 -4.547 3.282
H -3.278 -1.959 5.147
H -2.215 -1.471 2.947
H -2.394 -5.558 2.926
C -5.382 2.557 -2.277
N -3.963 2.845 -2.186
C -3.246 3.132 -3.319
C -1.917 3.309 -3.276
C -1.224 3.144 -1.993
O 0.014 3.247 -1.949
N -1.967 2.856 -0.892
C -3.303 2.709 -0.941
O -3.990 2.433 0.055
H -5.890 3.333 -2.855
H -5.779 2.531 -1.268
H -5.557 1.587 -2.750
H -3.828 3.199 -4.230
H -1.337 3.540 -4.158
C 1.109 1.023 -4.483
Si 2.463 0.815 -3.201
C 3.848 -0.193 -4.009
C 3.133 2.508 -2.742
Sb 1.430 -0.228 -1.123
Si 1.423 -2.709 -1.676
C 3.140 -3.479 -1.898
C 0.485 -2.932 -3.290
C 0.585 -3.624 -0.272
Si 3.431 -0.125 0.439
C 5.123 -0.311 -0.396
C 3.418 1.550 1.296
C 3.327 -1.462 1.757
H 1.485 1.561 -5.361
H 0.292 1.606 -4.043
H 0.715 0.058 -4.813
H 4.266 0.357 -4.859
H 3.455 -1.139 -4.391
H 4.660 -0.411 -3.316
H 3.449 3.051 -3.639
H 3.990 2.443 -2.066
H 2.324 3.071 -2.263
H 3.671 -3.050 -2.747
H 3.043 -4.557 -2.070
H 3.751 -3.343 -1.002
H 1.139 -2.758 -4.150
H -0.354 -2.234 -3.341
H 0.075 -3.943 -3.373
H 1.222 -3.677 0.615
H 0.356 -4.647 -0.588
H -0.356 -3.146 0.015
H 5.334 0.533 -1.060
H 5.180 -1.230 -0.980
H 5.912 -0.342 0.363
H 3.384 2.373 0.578
H 4.306 1.672 1.924
H 2.529 1.619 1.933
H 3.534 -2.456 1.351
H 2.324 -1.458 2.195
H 4.059 -1.262 2.547
*
```

Atom charges from the Löwdin analysis, given in e for atoms 1 to 4: number 1, K, carries 0.666; number 2, O, carries -0.231; number 3, N, carries -0.062; number 4, N, carries -0.266



The following is a quantum chemistry calculation of a molecular structure, C25H40MnN8O4PS3Se, from OMol25.

As for the expectation value of S²: 0.85. Its gap between HOMO and LUMO (alpha / beta) is 6.34 / 6.34 eV.

Structure (ORCA input):
```
! wB97M-V def2-TZVPD RIJCOSX def2/J DEFGRID3
* xyz -1 2
Mn -0.550 0.365 -0.607
N -1.289 2.293 -0.977
C -0.179 3.226 -0.661
C 0.663 2.742 0.547
N 0.221 1.402 1.014
C 1.267 0.546 1.646
C 1.728 -0.571 0.706
N 0.565 -1.235 0.080
H -1.664 2.526 -1.890
H -2.060 2.394 -0.312
H -0.543 4.239 -0.463
H 0.448 3.275 -1.547
H 0.558 3.428 1.388
H 1.715 2.697 0.259
H -0.434 1.586 1.790
H 0.808 0.105 2.534
H 2.129 1.131 1.979
H 2.355 -1.269 1.274
H 2.329 -0.162 -0.103
H 0.112 -1.847 0.749
H 0.868 -1.781 -0.720
N -1.299 -0.658 6.257
C -1.848 -0.435 4.996
C -1.516 -1.255 3.919
C -2.061 -1.021 2.668
C -2.922 0.047 2.471
C -3.280 0.855 3.546
C -2.761 0.601 4.798
S -3.652 0.390 0.904
O -3.666 1.830 0.727
O -4.921 -0.280 0.849
N -2.543 -0.240 -0.089
C -2.820 -0.562 -1.373
N -4.036 -0.613 -1.922
C -4.072 -0.933 -3.208
C -2.939 -1.153 -3.988
C -1.718 -0.982 -3.353
N -1.648 -0.718 -2.061
H -0.408 -1.130 6.231
H -1.211 0.190 6.803
H -0.820 -2.074 4.068
H -1.822 -1.659 1.829
H -3.924 1.707 3.385
H -3.005 1.254 5.626
H -5.064 -0.990 -3.646
H -3.003 -1.392 -5.039
H -0.773 -1.032 -3.886
Se -1.148 3.585 3.592
C -0.298 2.793 5.077
C -0.817 2.892 6.378
C -0.178 2.283 7.441
N 0.936 1.550 7.345
C 1.434 1.449 6.107
C 0.875 2.027 4.984
H -1.724 3.461 6.545
H -0.590 2.382 8.442
H 2.341 0.857 6.013
H 1.352 1.900 4.023
C 0.888 -3.982 -3.586
C 2.020 -3.235 -2.912
C 2.562 -3.929 -1.680
O 1.509 -1.942 -2.501
P 2.198 -0.601 -3.095
S 4.138 -0.662 -2.932
S 1.254 0.960 -2.274
O 1.674 -0.787 -4.610
C 2.134 -0.105 -5.799
C 2.489 1.352 -5.564
C 3.264 -0.898 -6.428
H 1.230 -4.967 -3.910
H 0.540 -3.431 -4.458
H 0.050 -4.111 -2.899
H 2.839 -3.075 -3.618
H 1.769 -4.067 -0.940
H 3.361 -3.333 -1.241
H 2.959 -4.912 -1.941
H 1.258 -0.148 -6.453
H 3.355 1.443 -4.908
H 1.657 1.889 -5.113
H 2.731 1.811 -6.525
H 4.148 -0.868 -5.792
H 3.509 -0.479 -7.405
H 2.966 -1.939 -6.563
*
```

Atom charges from the Löwdin analysis, given in e for atoms 1 to 4: number 1, Mn, carries 0.385; number 2, N, carries -0.034; number 3, C, carries -0.240; number 4, C, carries -0.210